No. 1
15
Properties=species:S:1:pos:R:3:lowdin_charge:R:1 method="wB97M-V/def2-TZVPD" de_lowest_kj_mol=0.0 gap_ev="4.89 / 6.96" e_homo_ev="-16.212 / -18.284" spin_multiplicity=9 total_charge=+2 lumo_ev="-11.33 / -11.32"
O 2.350 -0.789 -1.561 0.22
C 2.599 -0.349 -0.484 -0.57
O 3.546 -0.387 0.337 -0.22
O 1.469 0.503 0.384 -0.36
C 0.178 0.745 -0.159 -0.21
C -0.809 -0.355 0.205 -0.11
C -2.129 -0.164 -0.510 -0.03
C -3.312 -0.256 0.055 0.49
Gd 3.105 0.738 2.188 1.88
H 0.334 0.788 -1.247 0.14
H -0.197 1.727 0.159 0.15
H -0.980 -0.373 1.290 0.14
H -0.372 -1.323 -0.085 0.16
H -2.064 0.105 -1.574 0.18
H -3.717 -0.610 1.004 0.15


No. 2
75
Properties=species:S:1:pos:R:3:lowdin_charge:R:1 method="wB97M-V/def2-TZVPD" de_lowest_kj_mol=212.7 gap_ev=6.44 e_homo_ev=-4.794 total_charge=-1 lumo_ev=1.65
C 1.122 0.352 4.491 -0.17
N 0.923 -0.964 3.770 -0.22
C 2.096 -1.905 3.935 -0.35
Ga 2.693 -2.481 1.999 0.02
I 0.779 -3.872 0.765 0.16
O 3.185 -0.907 0.995 -0.30
C 1.942 -0.423 0.307 -0.32
N 1.005 0.437 -0.035 0.03
H 0.469 0.301 5.486 0.09
H 2.236 0.624 4.728 0.07
H 0.681 1.197 3.779 0.07
H 0.669 -0.817 2.758 0.05
H 3.055 -1.384 4.406 0.05
H 1.801 -2.858 4.551 0.05
H 3.940 -3.525 2.095 -0.09
C 1.433 -4.495 -4.117 -0.08
C 0.070 -3.993 -3.779 -0.33
O -0.575 -5.125 -3.242 0.13
C 0.421 -5.870 -2.685 -0.53
O 0.236 -6.778 -1.892 0.12
O 1.656 -5.470 -3.118 0.04
F -0.594 -3.612 -4.893 0.07
H 1.477 -4.968 -5.103 0.15
H 2.189 -3.707 -4.071 0.12
H 0.061 -3.181 -3.044 0.18
C 5.140 -5.864 -3.024 -0.06
C 6.412 -5.088 -3.085 -0.33
O 6.202 -4.196 -4.156 0.14
C 4.857 -3.981 -4.181 -0.49
O 4.321 -3.066 -4.782 0.14
O 4.181 -4.913 -3.442 0.06
F 7.453 -5.893 -3.398 0.07
H 5.130 -6.716 -3.712 0.16
H 4.921 -6.225 -2.015 0.12
H 6.638 -4.524 -2.174 0.18
C -0.782 4.036 1.480 -0.07
C -2.144 4.538 1.818 -0.33
O -2.789 3.405 2.354 0.14
C -1.793 2.660 2.911 -0.50
O -1.979 1.753 3.704 0.15
O -0.558 3.060 2.478 0.06
F -2.808 4.918 0.703 0.07
H -0.737 3.562 0.494 0.15
H -0.025 4.824 1.526 0.15
H -2.153 5.350 2.553 0.18
C -5.959 4.730 -2.103 -0.07
C -5.181 5.663 -1.239 -0.34
O -5.988 6.817 -1.189 0.15
C -7.265 6.363 -1.335 -0.49
O -8.259 7.020 -1.072 0.13
O -7.296 5.078 -1.803 0.08
F -4.005 5.990 -1.820 0.08
H -5.774 4.887 -3.171 0.15
H -5.764 3.681 -1.863 0.15
H -5.005 5.292 -0.223 0.17
C -8.871 8.909 1.218 -0.09
C -9.246 9.375 2.583 -0.33
O -8.105 10.082 3.015 0.14
C -7.536 10.567 1.875 -0.50
O -6.695 11.450 1.853 0.14
O -8.029 9.948 0.759 0.08
F -9.438 8.327 3.415 0.08
H -8.311 7.968 1.230 0.13
H -9.740 8.792 0.565 0.14
H -10.119 10.036 2.608 0.18
C 7.669 -7.252 1.161 -0.07
C 8.245 -7.556 -0.180 -0.33
O 7.199 -8.229 -0.843 0.14
C 6.054 -7.730 -0.298 -0.50
O 4.947 -7.859 -0.793 0.14
O 6.299 -7.060 0.869 0.09
F 9.295 -8.401 -0.073 0.08
H 7.776 -8.083 1.866 0.15
H 8.104 -6.354 1.607 0.15
H 8.536 -6.670 -0.755 0.17


No. 3
85
Properties=species:S:1:pos:R:3:lowdin_charge:R:1 method="wB97M-V/def2-TZVPD" gap_ev=6.91 e_homo_ev=-4.782 total_charge=-1 lumo_ev=2.13
C -5.975 2.262 0.714 -0.09
C -5.840 0.652 0.287 -0.37
C -6.485 0.502 -1.212 -0.18
B -5.263 -0.049 -2.219 -0.58
C -4.206 1.142 -2.653 -0.19
C -2.636 0.611 -2.811 -0.21
O -2.516 -0.440 -3.873 -0.16
C -2.015 -1.702 -3.307 -0.16
O -2.897 -2.722 -3.222 -0.07
O -6.533 -0.100 1.345 -0.21
C -6.021 -1.471 1.488 -0.18
C -4.491 -1.545 2.146 -0.09
C -3.593 -2.908 1.903 -0.02
C -2.054 -2.937 2.536 -0.08
C -1.415 -1.664 3.412 -0.09
C -2.337 -0.286 3.626 -0.07
C -3.866 -0.263 3.000 -0.01
H -6.978 2.740 0.287 0.08
H -5.036 2.890 0.399 0.07
H -6.116 2.263 1.894 0.06
H -4.691 0.445 0.200 0.13
H -7.456 -0.155 -1.273 0.09
H -6.796 1.581 -1.593 0.08
H -4.662 -0.841 -1.571 0.03
H -5.710 -0.545 -3.210 0.03
H -4.169 2.039 -1.886 0.09
H -4.491 1.586 -3.714 0.10
H -2.197 0.225 -1.797 0.12
H -1.925 1.494 -3.166 0.11
H -0.911 -1.914 -2.968 0.15
H -6.720 -2.001 2.298 0.13
H -6.113 -2.127 0.518 0.14
H -4.072 -3.771 1.274 0.09
H -1.427 -3.931 2.341 0.07
H -0.328 -1.712 3.858 0.06
H -1.910 0.639 4.204 0.07
H -4.526 0.695 3.136 0.08
C 2.662 0.299 -1.997 -0.10
O 1.974 -0.734 -2.690 -0.20
C 1.905 -0.527 -4.107 -0.20
C 2.823 -1.513 -4.852 -0.20
N 4.238 -1.188 -4.629 -0.06
C 5.166 -2.249 -5.042 -0.20
C 5.026 -3.633 -4.373 -0.22
O 5.386 -3.659 -2.990 -0.19
C 4.379 -3.191 -2.108 -0.10
H 2.470 0.175 -0.927 0.08
H 3.741 0.221 -2.152 0.07
H 2.311 1.288 -2.301 0.09
H 2.112 0.514 -4.384 0.12
H 0.871 -0.742 -4.399 0.11
H 2.610 -1.465 -5.925 0.12
H 2.583 -2.512 -4.497 0.09
H 4.388 -1.009 -3.641 0.06
H 6.176 -1.876 -4.827 0.12
H 5.102 -2.368 -6.129 0.11
H 5.736 -4.303 -4.873 0.12
H 4.039 -4.082 -4.527 0.11
H 3.370 -3.433 -2.455 0.09
H 4.489 -2.114 -1.959 0.07
H 4.528 -3.663 -1.133 0.09
C 3.673 4.775 4.249 -0.11
O 4.238 3.507 4.556 -0.20
C 3.529 2.795 5.579 -0.20
C 2.764 1.599 4.987 -0.20
N 1.626 2.051 4.175 -0.05
C 1.039 0.999 3.332 -0.20
C 1.950 0.315 2.290 -0.20
O 2.346 1.161 1.208 -0.20
C 3.428 2.030 1.502 -0.09
H 4.393 5.328 3.639 0.09
H 2.757 4.663 3.664 0.07
H 3.469 5.352 5.155 0.09
H 2.873 3.452 6.163 0.12
H 4.290 2.403 6.263 0.12
H 2.393 0.967 5.800 0.12
H 3.470 1.021 4.395 0.09
H 1.928 2.805 3.566 0.06
H 0.206 1.467 2.791 0.12
H 0.599 0.233 3.981 0.08
H 1.364 -0.490 1.833 0.12
H 2.819 -0.173 2.741 0.11
H 4.150 1.585 2.192 0.09
H 3.046 2.975 1.899 0.07
H 3.946 2.265 0.568 0.09


No. 4
96
Properties=species:S:1:pos:R:3:lowdin_charge:R:1 method="wB97M-V/def2-TZVPD" gap_ev=7.03 e_homo_ev=-9.131 smiles="CCCO[C@H]1C(=O)O[C@@](CCC(F)=C(F)F)(P(C)O)[C@@H]1S(=O)(=O)F.c1ccncc1.c1ccncc1.c1ccncc1.c1ccncc1.c1ccncc1" total_charge=0 lumo_ev=-2.10
C -0.667 -2.013 -4.818 -0.15
C 0.808 -2.397 -5.505 -0.20
C 1.921 -2.545 -4.307 -0.18
O 2.872 -1.429 -4.199 -0.14
C 2.208 -0.148 -3.915 -0.17
C 2.091 0.405 -2.376 -0.15
O 1.609 -0.131 -1.252 0.01
O 2.595 1.793 -2.323 -0.10
C 3.527 2.205 -3.426 -0.47
C 3.201 3.731 -3.940 -0.13
C 4.431 4.465 -4.744 -0.12
C 3.929 5.323 -6.068 -0.04
F 4.840 5.357 -7.260 -0.04
C 2.630 6.048 -6.173 0.01
F 1.327 5.321 -6.375 -0.03
F 2.518 7.549 -6.127 -0.03
P 5.225 2.049 -2.484 0.96
C 5.736 3.712 -1.697 -0.31
O 5.051 0.947 -1.126 -0.35
C 3.356 0.939 -4.454 -0.21
S 2.953 1.230 -6.260 0.93
O 3.161 -0.158 -6.981 -0.34
O 3.964 2.201 -6.985 -0.33
F 1.322 1.679 -6.572 -0.24
H -1.442 -1.608 -5.605 0.08
H -1.120 -2.989 -4.320 0.08
H -0.558 -1.229 -3.947 0.07
H 0.649 -3.389 -6.109 0.12
H 1.033 -1.487 -6.244 0.11
H 1.395 -2.829 -3.277 0.15
H 2.572 -3.507 -4.582 0.14
H 1.250 0.169 -4.506 0.16
H 3.019 4.378 -2.956 0.13
H 2.189 3.732 -4.539 0.13
H 5.089 5.143 -4.023 0.12
H 5.148 3.606 -5.129 0.12
H 6.199 3.456 -0.635 0.07
H 6.544 4.287 -2.358 0.07
H 4.809 4.430 -1.474 0.06
H 4.705 1.447 -0.306 0.09
H 4.364 0.331 -4.271 0.16
N -0.236 -2.686 1.316 0.06
C 0.941 -2.228 0.834 -0.15
C 2.155 -2.866 1.031 -0.08
C 2.166 -4.045 1.769 -0.09
C 0.971 -4.541 2.280 -0.08
C -0.193 -3.833 2.027 -0.15
H 0.880 -1.303 0.268 0.06
H 3.069 -2.455 0.619 0.10
H 3.099 -4.573 1.945 0.10
H 0.947 -5.457 2.860 0.10
H -1.152 -4.181 2.401 0.08
N -2.293 -5.057 4.809 0.05
C -2.322 -4.087 5.749 -0.16
C -3.468 -3.399 6.113 -0.07
C -4.660 -3.721 5.472 -0.08
C -4.663 -4.714 4.498 -0.08
C -3.466 -5.349 4.205 -0.16
H -1.366 -3.870 6.218 0.08
H -3.433 -2.631 6.877 0.10
H -5.579 -3.203 5.730 0.06
H -5.575 -4.988 3.980 0.10
H -3.417 -6.133 3.455 0.10
N -0.879 9.885 -9.610 0.05
C 0.188 9.804 -8.785 -0.15
C 0.399 8.759 -7.899 -0.08
C -0.543 7.737 -7.850 -0.08
C -1.653 7.794 -8.686 -0.08
C -1.775 8.877 -9.541 -0.16
H 0.893 10.627 -8.858 0.10
H 1.276 8.744 -7.262 0.08
H -0.412 6.903 -7.167 0.09
H -2.405 7.013 -8.672 0.10
H -2.623 8.965 -10.216 0.10
N 0.129 -4.864 7.903 0.05
C 1.212 -4.318 8.500 -0.14
C 1.575 -4.566 9.814 -0.08
C 0.778 -5.423 10.566 -0.08
C -0.344 -6.000 9.980 -0.08
C -0.624 -5.694 8.658 -0.14
H 1.799 -3.654 7.872 0.10
H 2.456 -4.102 10.240 0.10
H 1.030 -5.641 11.600 0.10
H -0.986 -6.671 10.540 0.10
H -1.487 -6.121 8.155 0.10
N -6.532 -1.935 7.791 0.06
C -6.560 -0.965 8.731 -0.14
C -7.706 -0.277 9.095 -0.08
C -8.898 -0.599 8.454 -0.08
C -8.901 -1.593 7.480 -0.07
C -7.704 -2.227 7.187 -0.15
H -5.604 -0.748 9.200 0.10
H -7.671 0.491 9.859 0.10
H -9.817 -0.081 8.712 0.11
H -9.813 -1.866 6.962 0.10
H -7.655 -3.011 6.437 0.09


No. 5
14
Properties=species:S:1:pos:R:3:lowdin_charge:R:1 method="wB97M-V/def2-TZVPD" de_lowest_kj_mol=212.9 gap_ev=9.95 e_homo_ev=-9.034 total_charge=0 lumo_ev=0.91
C 0.127 -1.031 1.211 -0.32
C -0.001 0.475 1.035 -0.06
C 0.395 -1.193 -0.253 -0.11
C -0.125 0.905 -1.591 -0.32
H -0.619 -1.705 1.584 0.14
H 0.619 1.205 1.484 0.10
H -0.944 0.968 1.315 0.11
H -0.404 -1.513 -1.010 0.15
H 1.439 -1.580 -0.436 0.14
H 0.037 0.402 -2.547 0.11
H -1.228 2.170 -0.645 0.10
N 0.410 0.258 -0.429 -0.10
N -0.908 1.890 -1.712 0.05
F 1.203 -1.250 1.992 0.02


No. 6
92
Properties=species:S:1:pos:R:3:lowdin_charge:R:1 method="wB97M-V/def2-TZVPD" de_lowest_kj_mol=545.8 gap_ev=6.82 e_homo_ev=-10.522 total_charge=+1 lumo_ev=-3.70
C -2.499 -1.225 1.206 -0.05
C -1.265 -1.090 0.338 -0.19
O -1.659 -0.550 -0.967 -0.06
N -1.183 -1.274 -2.006 0.12
C -0.055 -1.004 -2.599 -0.33
N 0.389 -1.830 -3.609 0.21
N 0.688 0.080 -2.168 -0.10
C 2.019 -0.362 -1.685 -0.02
C 0.764 1.146 -3.202 -0.20
C -0.576 1.851 -3.354 -0.23
C -0.524 3.177 -4.150 -0.43
S 1.025 3.598 -5.006 0.91
C 0.860 3.422 -6.764 -1.14
S 1.984 4.232 -7.603 0.72
N -0.111 2.620 -7.402 -0.22
C -0.287 1.276 -6.853 -0.26
C -0.809 0.305 -7.917 -0.07
C -1.387 3.277 -7.735 -0.23
C -1.257 4.574 -8.520 -0.09
H -2.214 -1.222 2.259 0.09
H -3.155 -0.369 1.027 0.09
H -3.055 -2.136 0.981 0.08
H -0.756 -2.046 0.203 0.11
H -0.557 -0.388 0.785 0.12
H -1.773 -2.048 -2.297 0.20
H 0.281 -1.424 -4.535 0.12
H -0.049 -2.746 -3.606 0.12
H 2.219 0.144 -0.739 0.10
H 2.816 -0.106 -2.387 0.10
H 2.027 -1.437 -1.501 0.06
H 1.539 1.836 -2.867 0.12
H 1.105 0.724 -4.156 0.11
H -1.306 1.182 -3.821 0.10
H -0.953 2.055 -2.348 0.12
H -0.652 4.002 -3.444 0.08
H -1.363 3.247 -4.838 0.06
H -0.960 1.268 -5.990 0.09
H 0.704 0.940 -6.534 0.11
H -1.899 0.297 -7.981 0.07
H -0.400 0.571 -8.894 0.09
H -0.487 -0.717 -7.694 0.07
H -2.003 3.448 -6.839 0.11
H -1.939 2.563 -8.353 0.11
H -2.247 5.031 -8.592 0.08
H -0.887 4.385 -9.527 0.08
H -0.602 5.294 -8.028 0.05
C 2.470 -4.499 -0.712 -0.11
O 2.831 -4.293 0.626 -0.18
C 2.235 -3.141 1.183 -0.21
C 2.380 -3.128 2.689 -0.18
O 1.427 -3.936 3.352 -0.13
C 1.695 -5.333 3.380 -0.18
C 2.745 -5.729 4.392 -0.21
O 4.037 -5.476 3.876 -0.20
C 5.033 -5.575 4.871 -0.10
H 2.775 -3.656 -1.348 0.07
H 2.981 -5.393 -1.061 0.10
H 1.385 -4.650 -0.813 0.09
H 1.164 -3.114 0.928 0.11
H 2.722 -2.244 0.769 0.12
H 2.179 -2.109 3.029 0.13
H 3.402 -3.390 2.972 0.13
H 1.970 -5.703 2.390 0.12
H 0.752 -5.797 3.673 0.13
H 2.638 -6.799 4.618 0.13
H 2.588 -5.162 5.319 0.13
H 4.880 -4.829 5.659 0.09
H 5.993 -5.395 4.392 0.09
H 5.044 -6.572 5.326 0.09
C -1.962 0.544 8.191 -0.11
O -2.210 1.258 7.000 -0.20
C -3.393 2.031 7.084 -0.21
C -3.465 3.014 5.938 -0.19
O -2.690 4.185 6.135 -0.12
C -1.293 4.065 5.935 -0.18
C -0.883 4.072 4.481 -0.20
O -1.069 2.788 3.906 -0.19
C -0.969 2.811 2.507 -0.12
H -2.789 -0.135 8.428 0.09
H -1.057 -0.041 8.041 0.09
H -1.812 1.224 9.037 0.09
H -3.421 2.582 8.033 0.13
H -4.268 1.367 7.043 0.13
H -4.496 3.367 5.866 0.13
H -3.205 2.518 4.999 0.12
H -0.892 3.182 6.437 0.12
H -0.862 4.952 6.402 0.13
H 0.177 4.352 4.407 0.13
H -1.479 4.817 3.939 0.13
H -1.749 3.438 2.059 0.09
H -1.099 1.787 2.156 0.07
H 0.014 3.174 2.179 0.09